Entry from the OMol25 dataset: a structure of composition C15H19FeN4O2PSSe2Te2 at a distorted geometry (ωB97M-V/def2-TZVPD).

Positions of all 47 atoms, in Å:
1 Fe 1.388 -1.953 0.430
2 Se 3.440 -0.964 0.718
3 Te 1.116 -3.414 3.301
4 Te 2.636 -1.592 4.435
5 Se 3.016 0.185 2.640
6 S 2.066 -5.271 -2.444
7 C 2.482 -5.859 -0.886
8 C 2.360 -4.914 0.084
9 C 1.886 -3.664 -0.391
10 C 1.708 -3.714 -1.768
11 C 1.293 -2.596 -2.558
12 C 1.156 -2.626 -3.951
13 C 0.724 -1.495 -4.607
14 C 0.438 -0.354 -3.863
15 C 0.639 -0.393 -2.496
16 N 1.053 -1.473 -1.853
17 H 2.796 -6.882 -0.779
18 H 2.608 -5.108 1.115
19 H 1.397 -3.528 -4.494
20 H 0.603 -1.495 -5.680
21 H 0.079 0.542 -4.340
22 H 0.458 0.479 -1.880
23 C -1.328 4.054 0.565
24 N -0.330 3.248 1.393
25 C -1.019 2.826 2.693
26 N -2.235 2.165 2.434
27 C -3.126 2.997 1.644
28 N -2.521 3.330 0.366
29 C -2.364 2.172 -0.494
30 P -1.231 0.816 0.210
31 C 0.133 2.063 0.642
32 C -2.070 0.834 1.882
33 H -0.853 4.291 -0.392
34 H -1.544 4.976 1.113
35 H 0.476 3.836 1.622
36 H -1.202 3.735 3.276
37 H -0.327 2.167 3.229
38 H -3.334 3.923 2.190
39 H -4.063 2.465 1.477
40 H -1.965 2.507 -1.455
41 H -3.348 1.735 -0.681
42 H 0.592 2.411 -0.288
43 H 0.896 1.550 1.234
44 H -1.505 0.212 2.579
45 H -3.056 0.379 1.754
46 O 0.323 -0.712 1.177
47 O -0.338 -1.894 1.098

Properties
**Kohn-Sham gap (alpha / beta)**: 0.2358 / 0.2214 Eh
**LUMO energy (alpha / beta)**: -3.855 / -4.378 eV
**Multiplicity**: 6
**HOMO (alpha / beta)**: -10.27 / -10.40 eV
**Strongest force on any atom**: 1.641 eV/Å
**Charge**: +1

Atom charges from the Mulliken analysis, given in e for atoms 1 to 4: number 1, Fe, carries -0.3134; number 2, Se, carries -0.1970; number 3, Te, carries 0.0170; number 4, Te, carries 0.1245